Arrangement 1

This record from the Open Molecules 2025 dataset describes the ion C3H9N4O with charge +1. The level of theory is the ωB97M-V functional and the def2-TZVPD basis.

```
17
Properties=species:S:1:pos:R:3
O 2.11 1.38 0.77
N -2.67 -0.33 0.42
N 0.14 1.68 -0.47
N -1.19 1.30 -0.26
N 2.11 -1.40 -0.02
C 1.24 0.81 -0.14
C -1.45 0.11 0.21
C 1.17 -0.48 -0.58
H 2.13 -1.25 0.96
H 2.14 -2.30 -0.56
H -2.99 -1.08 0.92
H -3.49 0.09 0.08
H -0.54 -0.42 0.49
H 3.01 1.01 0.84
H 0.52 -0.85 -1.31
H -1.93 1.98 -0.59
H 0.53 2.65 -0.34
```

Properties
Structure (SMILES)   N/C=C(\O)NNC=[NH2+]
Molar mass   117.1 g/mol
Net charge   +1
HOMO energy   -11.35 eV
LUMO level   -0.1260 Eh

Results of the Löwdin charge analysis, in e, for atoms 1 through 4:
1. O 0.069
2. N 0.205
3. N 0.025
4. N 0.082



Arrangement 2

This record from the Open Molecules 2025 dataset describes a cluster of 2 separate species, C3H9N4O in total. The level of theory is the ωB97M-V functional and the def2-TZVPD basis.

```
17
Properties=species:S:1:pos:R:3
O -2.65 1.59 -0.48
N -1.39 -1.41 0.58
N 0.09 -0.99 -0.88
N -0.08 0.26 -1.17
N -2.50 -0.66 0.13
C 1.22 0.84 0.88
C 0.74 1.25 -0.50
C -2.44 0.52 -0.26
H 0.33 0.77 1.52
H 0.90 -1.14 -0.23
H 0.08 2.10 -0.32
H 1.52 1.53 -1.30
H -1.54 -2.45 0.60
H 1.79 1.67 1.46
H -3.48 -0.98 0.11
H -0.06 -1.63 -1.61
H 2.03 0.01 0.77
```

Properties
Molar mass   117.1 g/mol
Net charge   +1
HOMO energy (spin up / spin down)   -13.07 / -12.59 eV
LUMO level (spin up / spin down)   -0.1811 / -0.1822 Eh

Results of the Löwdin charge analysis, in e, for atoms 1 through 4:
1. O 0.336
2. N 0.026
3. N 0.091
4. N -0.028



If we sort the structures by their calculated energies, the order from most to least stable is arrangement 1, arrangement 2.



Arrangement 1

This record from the Open Molecules 2025 dataset describes a cluster of 2 separate species, H5ISi2 in total. The level of theory is the ωB97M-V functional and the def2-TZVPD basis.

```
8
Properties=species:S:1:pos:R:3
I 3.87 -0.21 -0.26
Si -0.11 -0.94 0.01
Si 0.50 1.31 0.03
H 1.05 -1.66 0.50
H 1.34 1.54 1.24
H -1.36 -1.03 0.61
H -0.32 -1.23 -1.34
H 0.04 2.64 -0.38
```

Properties
Molar mass   188.1 g/mol
HOMO energy (spin up / spin down)   -8.69 / -8.17 eV
LUMO level (spin up / spin down)   -0.0731 / -0.0961 Eh

Results of the Löwdin charge analysis, in e, for atoms 1 through 4:
1. I -0.236
2. Si 0.391
3. Si 0.566
4. H -0.129



Arrangement 2

This record from the Open Molecules 2025 dataset describes a cluster of 2 separate species, H5ISi2 in total. The level of theory is the ωB97M-V functional and the def2-TZVPD basis.

```
8
Properties=species:S:1:pos:R:3
I 4.72 -0.03 0.32
Si 2.26 -0.02 0.04
Si -1.86 -0.08 0.12
H -1.03 0.42 -0.93
H 2.30 0.61 -1.48
H -1.33 0.47 1.45
H -1.60 -1.50 0.60
H -3.44 0.12 -0.14
```

Properties
Molar mass   188.1 g/mol
HOMO energy   -8.89 eV
LUMO level   -0.0495 Eh

Results of the Löwdin charge analysis, in e, for atoms 1 through 4:
1. I 0.141
2. Si 0.096
3. Si 0.490
4. H -0.174



If we sort the structures by their calculated energies, the order from most to least stable is arrangement 2, arrangement 1.



Arrangement 1

This record from the Open Molecules 2025 dataset describes a cluster of 3 separate species, C5H15NO3 in total. The level of theory is the ωB97M-V functional and the def2-TZVPD basis.

```
24
Properties=species:S:1:pos:R:3
O -3.84 -0.31 0.50
O -0.14 -1.12 -2.88
O 1.93 2.30 0.83
N 1.72 0.47 -1.87
C 0.49 -1.51 -1.93
C -0.46 -0.75 1.09
C -0.21 0.08 -0.23
C 0.97 -0.46 -0.99
C -0.52 0.26 2.17
H -3.07 -0.62 0.81
H 1.03 1.11 -2.41
H -3.83 0.16 -0.28
H -1.34 1.06 2.27
H 2.26 -0.06 -2.59
H 1.81 -0.80 -0.34
H 1.82 1.55 0.15
H -1.26 -1.42 0.97
H 0.37 -1.50 1.42
H -1.03 -0.05 -0.88
H -0.11 1.19 -0.17
H 0.93 -2.55 -1.87
H 0.37 0.90 2.22
H -0.76 -0.23 3.14
H 2.86 2.31 0.87
```

Properties
Structure (SMILES)   CCC[C@H](N)C=O.O.O
Molar mass   137.2 g/mol
HOMO energy   -9.85 eV
LUMO level   0.0202 Eh

Results of the Löwdin charge analysis, in e, for atoms 1 through 4:
1. O 0.046
2. O 0.049
3. O -0.070
4. N 0.021



Arrangement 2

This record from the Open Molecules 2025 dataset describes a cluster of 3 separate species, C5H15NO3 in total. The level of theory is the ωB97M-V functional and the def2-TZVPD basis.

```
24
Properties=species:S:1:pos:R:3
O 1.65 1.92 -0.93
O 2.79 -0.94 3.08
O -3.14 -1.18 -1.70
N -0.35 1.02 -2.15
C 0.15 -1.08 1.02
C 0.64 1.86 -0.24
C 0.03 -0.73 -0.46
C -0.28 0.76 -0.72
C -1.20 -0.89 1.81
H 0.49 2.59 0.59
H -1.81 -1.78 1.82
H -2.90 -1.80 -2.33
H -1.14 -0.60 2.86
H 0.97 -0.47 1.56
H -1.81 -0.07 1.31
H 2.69 -1.10 2.14
H -2.65 -0.41 -1.97
H 0.48 -2.07 1.12
H 0.88 -0.96 -1.13
H -1.35 1.01 -0.37
H -0.76 -1.29 -1.05
H 0.11 1.85 -2.35
H 2.51 -0.23 3.48
H 0.15 0.35 -2.67
```

Properties
Structure (SMILES)   CCC[C@H](N)C=O.O.O
Molar mass   137.2 g/mol
HOMO energy   -9.68 eV
LUMO level   0.0187 Eh

Results of the Löwdin charge analysis, in e, for atoms 1 through 4:
1. O 0.027
2. O 0.008
3. O -0.017
4. N 0.048



Arrangement 3

This record from the Open Molecules 2025 dataset describes a cluster of 3 separate species, C5H15NO3 in total. The level of theory is the ωB97M-V functional and the def2-TZVPD basis.

```
24
Properties=species:S:1:pos:R:3
O -3.06 -0.85 1.41
O -1.84 -3.85 0.21
O 0.07 -1.58 0.02
N 0.43 0.68 0.47
C 2.42 -0.16 -0.70
C -0.17 1.77 1.08
C -0.23 -0.54 0.55
C 1.41 1.00 -0.66
C 0.75 1.45 -2.01
H 0.59 2.36 1.61
H 0.76 2.56 -2.02
H 3.16 -0.02 0.10
H -2.94 -1.83 1.34
H -1.20 -3.58 0.76
H -0.28 1.12 -2.01
H -1.09 -0.39 1.26
H -2.10 -3.33 -0.52
H -0.58 2.50 0.38
H 3.03 -0.19 -1.77
H -0.75 1.62 1.96
H 1.98 1.89 -0.38
H 1.20 1.13 -2.97
H 1.89 -1.13 -0.40
H -3.45 -0.64 2.30
```

Properties
Structure (SMILES)   CC(C)N(C)C=O.O.O
Molar mass   137.2 g/mol
HOMO energy   -9.27 eV
LUMO level   0.0228 Eh

Results of the Löwdin charge analysis, in e, for atoms 1 through 4:
1. O -0.101
2. O 0.009
3. O 0.008
4. N -0.116



Arrangement 4

This record from the Open Molecules 2025 dataset describes a structure of composition C5H15NO3. The level of theory is the ωB97M-V functional and the def2-TZVPD basis.

```
24
Properties=species:S:1:pos:R:3
O 1.56 -2.57 -0.88
O 1.83 -0.31 -0.88
O -0.59 -0.15 -0.91
N -0.18 2.18 -0.39
C -1.16 1.17 -0.61
C 0.63 -0.35 2.34
C 1.87 -1.41 -0.25
C 0.19 -1.41 1.33
C -2.10 1.54 -1.74
H 0.45 -0.06 -1.13
H -0.88 -1.61 1.44
H 1.67 -0.06 2.18
H -1.72 1.03 0.32
H 0.04 0.56 2.24
H 0.53 -0.69 3.37
H -2.83 0.75 -1.89
H -1.53 1.67 -2.67
H -0.26 -0.79 0.16
H 1.04 -2.35 -1.67
H 0.33 2.41 -1.24
H 0.49 1.93 0.32
H -2.61 2.47 -1.51
H 0.64 -2.38 1.53
H 2.58 -1.58 0.56
```

Properties
Molar mass   137.2 g/mol
HOMO energy   -8.46 eV
LUMO level   0.0316 Eh

Results of the Löwdin charge analysis, in e, for atoms 1 through 4:
1. O 0.063
2. O -0.036
3. O -0.108
4. N 0.075



If we sort the structures by their calculated energies, the order from most to least stable is arrangement 3, arrangement 2, arrangement 1, arrangement 4.



Arrangement 1

This record from the Open Molecules 2025 dataset describes a cluster of 2 separate species, C3H10NS in total. The level of theory is the ωB97M-V functional and the def2-TZVPD basis.

```
15
Properties=species:S:1:pos:R:3
S 2.28 -0.11 -1.29
N -2.52 1.25 -0.77
C -1.90 0.22 -0.37
C 0.83 -1.29 0.84
C 1.69 -0.10 0.46
H 1.48 -2.12 1.04
H -2.81 1.56 -1.74
H 2.49 -0.02 1.21
H -3.07 1.87 -0.19
H 3.12 0.90 -1.07
H -1.34 -0.33 -1.13
H 0.23 -1.58 -0.02
H -1.97 -0.13 0.66
H 1.19 0.85 0.64
H 0.28 -0.98 1.74
```

Properties
Molar mass   92.2 g/mol
Net charge   +1
HOMO energy   -12.14 eV
LUMO level   -0.2176 Eh

Results of the Löwdin charge analysis, in e, for atoms 1 through 4:
1. S 0.677
2. N 0.194
3. C 0.159
4. C -0.188



Arrangement 2

This record from the Open Molecules 2025 dataset describes the ion C3H10NS with charge +1. The level of theory is the ωB97M-V functional and the def2-TZVPD basis.

```
15
Properties=species:S:1:pos:R:3
S -1.91 -1.67 0.73
N 0.68 0.22 0.63
C -0.56 -1.82 -0.56
C 0.06 -0.27 -0.76
C 0.76 1.73 0.72
H 0.04 -2.48 -0.02
H -2.98 -1.05 0.10
H 1.26 1.75 1.61
H -0.14 -0.08 1.14
H -0.16 2.17 0.86
H -0.58 0.47 -1.05
H 0.87 -0.40 -1.57
H -1.03 -2.00 -1.55
H 1.49 -0.24 0.93
H 1.24 2.27 -0.14
```

Properties
Structure (SMILES)   C[NH2+]CCS
Molar mass   92.2 g/mol
Net charge   +1
HOMO energy   -13.60 eV
LUMO level   -0.1170 Eh

Results of the Löwdin charge analysis, in e, for atoms 1 through 4:
1. S 0.712
2. N 0.017
3. C -0.413
4. C -0.107



If we sort the structures by their calculated energies, the order from most to least stable is arrangement 2, arrangement 1.



Arrangement 1

This record from the Open Molecules 2025 dataset describes a cluster of 2 separate species, C3H10NS in total. The level of theory is the ωB97M-V functional and the def2-TZVPD basis.

```
15
Properties=species:S:1:pos:R:3
S 0.82 2.78 -0.08
N -0.01 -0.74 0.13
C -1.39 -0.23 0.32
C 0.47 -0.33 -1.30
C 0.90 -0.29 1.19
H 0.42 -0.05 2.22
H 1.40 -0.87 -1.38
H -0.42 -0.54 -1.85
H -1.52 0.82 0.28
H 0.66 0.75 -1.25
H -0.12 -1.75 -0.01
H 0.61 3.28 -1.29
H 1.89 -0.79 1.21
H -1.63 -0.49 1.27
H -1.91 -0.61 -0.51
```

Properties
Molar mass   92.2 g/mol
Net charge   +1
HOMO energy (spin up / spin down)   -13.86 / -13.41 eV
LUMO level (spin up / spin down)   -0.1989 / -0.2283 Eh

Results of the Löwdin charge analysis, in e, for atoms 1 through 4:
1. S 0.480
2. N -0.238
3. C -0.004
4. C 0.045



Arrangement 2

This record from the Open Molecules 2025 dataset describes a cluster of 2 separate species, C3H10NS in total. The level of theory is the ωB97M-V functional and the def2-TZVPD basis.

```
15
Properties=species:S:1:pos:R:3
S 0.19 -0.16 -0.52
N -1.26 0.66 2.62
C 1.23 -0.82 -3.07
C -1.39 0.22 3.82
C 1.11 0.28 -2.05
H 0.71 1.22 -2.40
H 0.33 -1.18 -3.59
H -1.37 -0.86 3.90
H -1.38 0.90 4.66
H 2.12 0.44 -1.65
H 1.84 -0.47 -3.91
H 1.77 -1.72 -2.77
H -1.32 -0.03 1.87
H -1.38 1.62 2.33
H -1.00 -0.24 -1.15
```

Properties
Molar mass   92.2 g/mol
Net charge   +1
HOMO energy   -12.46 eV
LUMO level   -0.2121 Eh

Results of the Löwdin charge analysis, in e, for atoms 1 through 4:
1. S 0.636
2. N 0.202
3. C -0.179
4. C 0.187



If we sort the structures by their calculated energies, the order from most to least stable is arrangement 2, arrangement 1.



Arrangement 1

This record from the Open Molecules 2025 dataset describes an isolated molecule of C2H5ClN2O2. The level of theory is the ωB97M-V functional and the def2-TZVPD basis.

```
12
Properties=species:S:1:pos:R:3
Cl 2.62 -1.68 0.02
O 2.17 2.14 0.34
O 3.74 0.91 -0.47
N 2.65 1.06 0.03
N 1.92 0.01 0.39
C 0.49 0.06 0.60
C -0.42 -0.26 -0.54
H -0.32 0.49 -1.36
H -1.32 -0.76 -0.16
H 0.36 -0.54 1.52
H -0.11 -1.23 -1.11
H 0.17 1.17 0.72
```

Properties
Structure (SMILES)   CCN(Cl)[N+](=O)[O-]
Molar mass   124.5 g/mol
HOMO energy   -10.60 eV
LUMO level   -0.0314 Eh

Results of the Löwdin charge analysis, in e, for atoms 1 through 4:
1. Cl 0.631
2. O 0.050
3. O 0.041
4. N -0.491



Arrangement 2

This record from the Open Molecules 2025 dataset describes an isolated molecule of C2H5ClN2O2. The level of theory is the ωB97M-V functional and the def2-TZVPD basis.

```
12
Properties=species:S:1:pos:R:3
Cl 0.47 2.36 -2.77
O -0.06 -0.17 -4.14
O -0.62 -0.57 1.51
N 0.13 -0.17 -1.88
N 0.04 0.57 -2.83
C 0.36 0.19 -0.54
C -0.83 0.32 0.47
H 1.14 0.92 -0.28
H -1.20 -1.35 1.44
H -0.63 1.23 1.03
H 0.74 -0.80 -0.16
H -1.86 0.27 0.01
```

Properties
Structure (SMILES)   [O-]/[N+](Cl)=N/CCO
Molar mass   124.5 g/mol
HOMO energy (spin up / spin down)   -9.82 / -9.82 eV
LUMO level (spin up / spin down)   -0.0471 / -0.0471 Eh

Results of the Löwdin charge analysis, in e, for atoms 1 through 4:
1. Cl 0.574
2. O -0.201
3. O -0.077
4. N 0.022



If we sort the structures by their calculated energies, the order from most to least stable is arrangement 1, arrangement 2.